# 1
{
  "formula": "C4H6O2",
  "method": "ωB97M-V/def2-TZVPD",
  "smiles": "O=C=C1COC1.[H][H]",
  "lumo_ev": 0.637,
  "charge": 0,
  "de_lowest_kcal_mol": 87.6,
  "homo_energy_ev": -8.84,
  "symbols": ["O", "C", "C", "C", "O", "C", "H", "H", "H", "H", "H", "H"],
  "positions_angstrom": [[-0.8567, 1.0318, 2.3741], [-0.4473, 0.5291, 1.4001], [-0.0055, -0.0984, 0.3429], [0.3428, 0.1870, -1.1023], [1.1382, -1.0092, -1.1445], [0.7717, -1.3824, 0.1915], [-0.4862, 0.1400, -1.8214], [0.9364, 1.0896, -1.2894], [1.6365, -1.4915, 0.8536], [0.1670, -2.2971, 0.2071], [-1.7760, 2.0790, 0.0382], [-1.9872, 1.4011, -0.1812]],
  "forces_ev_per_a": [[0.3, -0.4, -0.7], [-0.1, 0.1, 0.5], [-0.1, 0.1, 0.3], [-0.1, 0.3, -0.1], [0.1, -0.1, -0.1], [0.1, -0.3, 0.3], [0.1, 0.0, 0.2], [-0.1, -0.1, 0.0], [0.0, -0.1, -0.1], [0.1, 0.1, 0.0], [-0.2, 0.1, -0.1], [-0.1, 0.2, -0.1]]
}

***

# 2
{
  "formula": "C18H12Cl2N4O3Os",
  "method": "ωB97M-V/def2-TZVPD",
  "lumo_ev": [-6.619, -9.481],
  "spin_multiplicity": 5,
  "charge": 2,
  "homo_energy_ev": [-14.51, -15.50],
  "symbols": ["Os", "Cl", "C", "C", "C", "N", "C", "O", "C", "C", "C", "C", "C", "N", "C", "C", "C", "Cl", "N", "C", "O", "C", "C", "C", "C", "C", "N", "H", "H", "H", "H", "H", "H", "H", "H", "H", "H", "O", "H", "H"],
  "positions_angstrom": [[0.1062, -0.3146, -0.0340], [-3.4013, 5.4643, -0.1139], [-2.1572, 4.3341, -0.1000], [-2.4607, 2.9820, -0.0812], [-1.4311, 2.0566, -0.0663], [-1.5931, 0.6813, -0.0246], [-2.7899, -0.0202, 0.0967], [-3.8937, 0.4508, 0.0877], [-2.5384, -1.5057, 0.2409], [-3.6074, -2.3607, 0.3802], [-3.3610, -3.7197, 0.5397], [-2.0515, -4.1689, 0.5574], [-1.0264, -3.2512, 0.4127], [-1.2530, -1.9425, 0.2509], [-0.0365, 2.5079, -0.0731], [0.2561, 3.8602, -0.0900], [-0.7818, 4.7791, -0.1027], [-0.4348, 6.4232, -0.1161], [0.9013, 1.4878, -0.0414], [2.2815, 1.6215, 0.0684], [2.9016, 2.6490, 0.0528], [2.9482, 0.2714, 0.2250], [4.3147, 0.2067, 0.3726], [4.9111, -1.0372, 0.5473], [4.1135, -2.1688, 0.5707], [2.7462, -2.0284, 0.4161], [2.1628, -0.8365, 0.2396], [-3.4898, 2.6594, -0.0723], [-4.6079, -1.9510, 0.3666], [-4.1822, -4.4145, 0.6525], [-1.8158, -5.2156, 0.6842], [0.0077, -3.5635, 0.4242], [1.2789, 4.2023, -0.0900], [4.8849, 1.1251, 0.3540], [5.9830, -1.1174, 0.6678], [4.5356, -3.1536, 0.7097], [2.0913, -2.8873, 0.4332], [0.0816, -0.7112, -2.4058], [-0.1681, -0.0204, -3.0336], [0.5755, -1.3740, -2.9062]],
  "forces_ev_per_a": [[0.1, -0.3, -0.1], [0.0, 0.0, 0.0], [0.0, 0.0, 0.0], [0.0, 0.0, 0.0], [-0.1, 0.0, 0.0], [0.1, 0.0, 0.0], [-0.1, 0.0, -0.1], [0.0, 0.0, 0.0], [0.0, 0.0, 0.0], [0.0, 0.0, 0.0], [0.0, 0.0, 0.0], [0.0, 0.0, 0.0], [0.0, 0.0, 0.0], [0.0, 0.1, 0.0], [0.1, 0.0, 0.0], [-0.1, 0.0, 0.0], [0.0, 0.0, 0.0], [0.0, 0.0, 0.0], [-0.1, 0.0, 0.0], [0.1, 0.0, 0.0], [0.0, 0.0, 0.0], [0.1, 0.0, 0.0], [0.0, 0.0, 0.0], [0.0, 0.0, 0.0], [0.0, 0.0, 0.0], [0.0, 0.0, 0.0], [-0.1, 0.1, 0.0], [0.0, 0.0, 0.0], [0.0, 0.0, 0.0], [0.0, 0.0, 0.0], [0.0, 0.0, 0.0], [0.0, 0.0, 0.0], [0.0, 0.0, 0.0], [0.0, 0.0, 0.0], [0.0, 0.0, 0.0], [0.0, 0.0, 0.0], [0.0, 0.0, 0.0], [0.0, 0.1, 0.0], [0.0, 0.0, 0.0], [0.0, 0.0, 0.0]]
}

***

# 3
{
  "formula": "C6H8O6Rb",
  "method": "ωB97M-V/def2-TZVPD",
  "lumo_ev": -1.760,
  "spin_multiplicity": 2,
  "charge": 0,
  "de_lowest_kcal_mol": 0.0,
  "homo_energy_ev": -6.53,
  "symbols": ["O", "C", "O", "O", "C", "C", "C", "C", "O", "H", "H", "H", "H", "H", "H", "H", "Rb", "H", "O", "O", "C"],
  "positions_angstrom": [[-0.9808, -4.0670, 1.5857], [-0.7090, -2.8828, 1.9108], [-0.0032, -2.5919, 2.9086], [-1.1735, -1.9206, 1.1006], [-0.6933, -0.5897, 1.2900], [-1.1887, 0.2725, 0.1465], [-0.8122, 1.7363, 0.3556], [-0.7287, 2.5293, -0.9420], [-1.8311, 2.5106, -1.7256], [0.4063, -0.5996, 1.3211], [-1.0561, -0.2056, 2.2547], [-2.2830, 0.1775, 0.0656], [-0.7584, -0.0928, -0.7989], [0.1624, 1.8101, 0.8654], [-1.5514, 2.2260, 1.0108], [-0.5112, 3.6095, -0.7581], [0.3974, -6.9974, 4.5762], [0.1544, 2.2297, -1.5656], [3.5789, 1.7010, -4.1820], [5.1948, 0.1815, -4.8498], [4.3865, 0.9633, -4.5697]],
  "forces_ev_per_a": [[-0.6, 0.3, -0.4], [1.5, -2.6, 1.7], [-0.2, 0.9, -0.1], [-0.5, 1.3, -1.1], [0.0, -0.4, 0.4], [-0.2, -0.2, -0.2], [0.0, 0.3, 0.2], [0.6, 0.1, 0.0], [-0.2, 0.0, -0.2], [-0.2, 0.0, 0.1], [0.1, 0.0, -0.1], [0.4, 0.0, -0.1], [-0.1, 0.0, 0.2], [-0.2, 0.0, -0.1], [0.2, -0.2, -0.1], [-0.1, -0.2, 0.0], [-0.2, 0.6, -0.4], [-0.4, 0.0, 0.2], [0.1, 0.1, -0.5], [0.0, 0.2, -0.4], [-0.1, -0.2, 0.9]]
}